{
  "formula": "C3H13N4",
  "method": "ωB97M-V/def2-TZVPD",
  "charge": 2,
  "spin_multiplicity": 2,
  "e_tot_ha": -340.4517,
  "homo_lumo_gap_ev": [11.9122, 7.4796],
  "species": ["C", "C", "N", "H", "H", "H", "H", "H", "H", "H", "H", "N", "C", "N", "N", "H", "H", "H", "H", "H"],
  "coordinates": [[-2.801, 0.046, -1.036], [-2.395, 1.427, -0.582], [-0.873, 1.452, -0.470], [-3.875, -0.114, -0.999], [-2.451, -0.166, -2.048], [-2.357, -0.699, -0.370], [-2.668, 2.252, -1.236], [-2.744, 1.680, 0.418], [-0.476, 0.709, 0.147], [-0.553, 2.378, -0.178], [-0.466, 1.303, -1.397], [2.748, -1.114, 1.275], [1.650, -0.845, 0.613], [1.664, -0.749, -0.749], [0.467, -0.478, 1.216], [2.659, -1.377, 2.253], [3.472, -1.615, 0.767], [2.567, -0.967, -1.172], [1.046, -1.433, -1.198], [0.373, -0.871, 2.160]],
  "atomic_forces_ev_per_a": [[0.22, -0.18, 0.01], [0.26, -0.02, 0.53], [0.08, 0.22, -0.62], [-0.06, 0.19, -0.06], [-0.12, 0.07, -0.05], [-0.08, -0.04, 0.04], [-0.04, -0.15, -0.18], [-0.16, -0.13, -0.02], [-0.55, 0.65, -0.14], [0.04, -0.08, 0.22], [-0.06, 0.02, -0.01], [-0.73, -1.03, 0.22], [0.36, 0.20, -0.84], [0.41, -1.25, -0.04], [0.29, -0.56, 0.39], [0.35, 0.49, 0.15], [0.41, 0.41, 0.16], [0.16, 0.41, 0.17], [-0.70, 0.68, 0.04], [-0.09, 0.10, 0.03]],
  "lowdin_charge": [-0.063, -0.169, 0.154, 0.102, 0.091, 0.075, 0.137, 0.133, 0.074, 0.173, 0.158, 0.293, -0.418, 0.192, 0.300, 0.168, 0.170, 0.142, 0.156, 0.133]
}